{"formula": "C2H12N4", "method": "ωB97M-V with the def2-TZVPD basis set", "symbols": ["N", "C", "N", "H", "H", "H", "H", "H", "H", "N", "C", "N", "H", "H", "H", "H", "H", "H"], "xyz": [[2.130, -0.527, 1.724], [2.508, 0.966, 1.917], [3.383, 1.560, 0.924], [3.019, -1.020, 1.670], [1.783, -0.517, 0.762], [2.939, 0.843, 2.933], [1.541, 1.478, 1.916], [4.129, 2.036, 1.443], [3.922, 0.830, 0.455], [-3.300, -1.155, -2.536], [-3.079, -0.621, -1.187], [-1.858, 0.121, -0.978], [-4.120, -0.865, -3.045], [-3.448, -2.153, -2.393], [-3.012, -1.457, -0.489], [-3.847, 0.062, -0.777], [-1.600, 0.930, -1.511], [-1.088, -0.508, -0.826]], "atomic_forces_ev_per_a": [[0.53, 2.32, -1.21], [-0.93, -2.83, 1.19], [1.20, -0.15, 0.25], [-0.03, -0.17, 0.07], [-0.16, -0.56, 0.16], [-0.15, 1.11, -0.42], [0.31, 0.09, 0.33], [-0.41, 0.22, -0.32], [-0.37, -0.02, -0.07], [0.04, -1.05, 0.49], [-0.07, 1.38, 0.36], [0.46, -0.73, 0.85], [-0.16, 0.63, 0.24], [0.19, 0.12, -0.46], [-0.11, 0.03, -0.03], [-0.32, -0.55, -0.71], [-0.35, -0.06, -0.45], [0.35, 0.23, -0.28]], "nbo_charge": [-0.813, -0.064, -0.847, 0.335, 0.338, 0.165, 0.179, 0.357, 0.350, -0.856, -0.063, -0.861, 0.361, 0.352, 0.173, 0.169, 0.370, 0.355], "homo_energy_ev": -9.06, "smiles": "NCN.NCN", "spin_multiplicity": 1, "de_lowest_kcal_mol": 19.1, "fmax_ev_per_a": 3.2, "total_charge": 0}

=====

{"formula": "C2H12N7", "method": "ωB97M-V with the def2-TZVPD basis set", "symbols": ["C", "C", "N", "N", "N", "N", "N", "N", "N", "H", "H", "H", "H", "H", "H", "H", "H", "H", "H", "H", "H"], "xyz": [[0.659, 2.841, -1.310], [0.502, 1.503, -0.501], [0.063, -2.515, 0.574], [-0.199, -2.282, 1.757], [1.149, 0.376, -1.012], [0.443, -3.710, 0.184], [-1.014, 1.373, -0.489], [-0.421, -1.095, 2.284], [-1.439, 0.609, 0.425], [-0.126, 3.311, -0.863], [1.554, 3.484, -1.194], [0.557, 2.765, -2.403], [0.790, 1.666, 0.555], [1.289, -0.426, -0.374], [-0.972, -0.294, 1.901], [-0.033, -4.369, 0.815], [0.368, -4.003, -0.768], [-1.568, 1.589, -1.284], [-0.178, -1.072, 3.268], [0.911, 0.076, -1.967], [-2.335, 0.172, 0.402]], "atomic_forces_ev_per_a": [[2.35, -1.33, -0.59], [-0.42, 1.68, -1.09], [0.98, 2.79, -2.19], [0.87, -0.39, 1.40], [0.85, -1.62, -0.22], [-2.37, -1.21, 3.24], [1.59, 0.55, -0.18], [-0.32, -1.08, 0.10], [-0.05, -2.24, 3.38], [-2.14, 2.32, 0.48], [-0.19, -0.92, 0.45], [-0.39, -0.40, 0.41], [-0.24, -0.12, -0.58], [-0.39, 0.93, -0.72], [0.14, 0.00, -1.32], [0.80, -0.71, -0.34], [0.12, 0.80, -0.96], [-0.34, 0.28, -0.92], [0.12, -0.19, -0.03], [0.16, 0.39, 0.81], [-1.11, 0.46, -1.12]], "lowdin_spin": [0.007, 0.015, 0.178, 0.201, 0.021, 0.173, 0.398, 0.389, 0.540, 0.003, 0.000, 0.000, 0.001, 0.003, 0.011, 0.006, 0.010, 0.010, 0.010, 0.000, 0.027], "homo_energy_ev": [-10.87, -12.66], "spin_multiplicity": 3, "fmax_ev_per_a": 4.2, "total_charge": 1, "s_squared": 2.022}

=====

{"formula": "C2H12NO2", "method": "ωB97M-V with the def2-TZVPD basis set", "symbols": ["C", "C", "N", "H", "H", "H", "H", "H", "H", "H", "H", "H", "H", "O", "H", "H", "O"], "xyz": [[-1.154, -1.789, 1.534], [-0.436, -0.454, 1.577], [-0.399, 0.182, 0.206], [-1.034, -2.331, 2.476], [-2.217, -1.703, 1.337], [-0.596, -2.470, 0.883], [-1.012, 0.249, 2.177], [0.581, -0.538, 1.942], [0.218, -0.354, -0.418], [-0.034, 1.137, 0.337], [-1.279, 0.293, -0.293], [1.576, -1.830, -2.243], [1.930, -0.345, -2.270], [1.319, -0.977, -1.873], [1.132, 3.176, -0.806], [-0.456, 3.207, -1.008], [0.318, 2.668, -0.835]], "atomic_forces_ev_per_a": [[1.14, -0.64, 0.46], [-1.54, -0.10, -0.12], [0.74, 0.11, 0.59], [-0.21, 0.50, 0.25], [0.00, -0.09, -0.36], [-0.56, 0.14, -0.54], [0.29, 0.00, 0.27], [0.10, 0.13, -0.13], [0.26, 0.15, -0.30], [0.17, -0.09, -0.73], [-0.29, -0.29, 0.39], [-0.10, 0.01, 0.08], [-0.04, 0.01, -0.01], [0.03, 0.05, 0.09], [-0.29, 0.51, -0.13], [0.34, 0.59, -0.11], [-0.04, -0.99, 0.30]], "nbo_charge": [-0.647, -0.216, -0.700, 0.256, 0.232, 0.225, 0.217, 0.230, 0.468, 0.465, 0.429, 0.502, 0.495, -0.975, 0.506, 0.501, -0.988], "homo_energy_ev": -15.96, "spin_multiplicity": 1, "de_lowest_kcal_mol": 3.9, "fmax_ev_per_a": 1.5, "total_charge": 1}

=====

{"formula": "C2H12NO2", "method": "ωB97M-V with the def2-TZVPD basis set", "symbols": ["C", "N", "C", "H", "H", "H", "H", "H", "H", "H", "H", "H", "H", "O", "H", "H", "O"], "xyz": [[0.427, 1.426, -0.842], [1.057, 0.303, 0.055], [0.369, 0.110, 1.426], [0.071, 1.021, -1.770], [1.112, 2.267, -0.987], [-0.401, 1.902, -0.316], [0.951, -0.557, -0.485], [2.088, 0.634, 0.163], [0.263, 1.174, 1.649], [-0.493, -0.568, 1.228], [1.094, -0.265, 2.159], [-3.428, -0.620, 1.228], [-3.356, 0.986, 1.394], [-2.831, 0.142, 1.227], [1.225, -2.658, -1.453], [1.010, -1.680, -2.651], [1.291, -1.764, -1.732]], "atomic_forces_ev_per_a": [[0.02, 0.15, 1.39], [0.89, 2.20, 0.08], [1.41, 0.91, -1.45], [0.13, -0.29, -0.36], [0.31, -0.59, -0.16], [-0.12, -0.40, 0.13], [1.00, -0.52, -0.56], [-2.06, -1.44, -0.13], [-1.20, -0.41, 0.80], [0.67, 0.89, 0.59], [-0.34, -0.39, -0.40], [-1.14, -1.32, 0.09], [-0.06, -0.07, 0.08], [0.61, 1.42, -0.07], [-0.03, -1.44, -0.03], [0.10, -0.39, 0.00], [-0.18, 1.69, 0.02]], "lowdin_spin": [0.001, 0.001, 0.002, 0.000, 0.000, 0.000, 0.000, 0.000, 0.001, 0.000, 0.000, 0.015, 0.010, 0.955, 0.000, 0.000, 0.016], "homo_energy_ev": [-19.32, -19.16], "spin_multiplicity": 2, "de_lowest_kcal_mol": 22.4, "fmax_ev_per_a": 2.5, "total_charge": 2, "s_squared": 0.753}

=====

{"formula": "C2H12NO3", "method": "ωB97M-V with the def2-TZVPD basis set", "symbols": ["C", "C", "N", "H", "H", "H", "H", "H", "H", "H", "H", "O", "H", "H", "O", "H", "H", "O"], "xyz": [[-2.091, 0.101, 1.210], [-0.454, 1.524, 0.145], [-1.127, 0.453, 0.165], [-1.811, -0.865, 1.614], [-3.075, 0.090, 0.750], [-2.079, 0.870, 1.974], [-0.481, 2.190, 0.993], [0.195, 1.696, -0.699], [-0.784, -0.274, -0.489], [0.301, -2.182, 1.498], [1.708, -1.814, 1.064], [0.816, -1.453, 1.117], [-0.244, -1.225, -2.752], [0.941, -0.406, -2.278], [0.001, -0.559, -2.099], [2.367, 0.454, -0.078], [3.341, 0.915, -1.096], [2.476, 0.485, -1.038]], "atomic_forces_ev_per_a": [[0.21, 0.24, -0.34], [0.03, -0.25, 0.01], [0.54, -0.13, 0.65], [-0.18, -0.06, 0.07], [-0.08, -0.26, 0.04], [0.06, -0.01, 0.15], [-0.39, 0.43, -0.10], [0.30, -0.02, -0.03], [-0.52, 0.18, -0.58], [0.23, 0.21, -0.07], [-0.01, 0.00, -0.07], [-0.19, -0.28, 0.16], [-0.23, 0.04, 0.09], [0.03, 0.14, 0.37], [0.20, -0.21, -0.36], [-0.24, -0.28, -0.10], [-0.08, -0.07, -0.47], [0.30, 0.32, 0.57]], "nbo_charge": [-0.422, 0.114, -0.384, 0.235, 0.246, 0.227, 0.212, 0.243, 0.488, 0.484, 0.491, -0.971, 0.498, 0.514, -0.980, 0.473, 0.492, -0.959], "homo_energy_ev": -15.50, "spin_multiplicity": 1, "de_lowest_kcal_mol": 19.2, "fmax_ev_per_a": 0.9, "total_charge": 1}

=====

{"formula": "C2H12NO4", "method": "ωB97M-V with the def2-TZVPD basis set", "symbols": ["C", "O", "C", "N", "H", "H", "H", "H", "H", "H", "H", "H", "O", "H", "H", "O", "H", "H", "O"], "xyz": [[0.327, 1.416, 0.343], [0.586, 2.285, 1.318], [-0.005, -0.047, 0.852], [0.414, -1.063, -0.147], [-0.604, 1.664, -0.246], [1.181, 1.189, -0.345], [0.436, -0.192, 1.837], [-1.074, -0.198, 0.982], [1.365, -0.849, -0.445], [0.426, -1.988, 0.264], [3.120, 1.352, 0.459], [3.579, 0.004, 0.717], [3.657, 0.665, 0.010], [-1.575, 1.018, -1.208], [-1.362, -0.386, -1.763], [-2.045, 0.288, -1.654], [-2.938, -1.018, -0.661], [-2.331, -2.220, 0.042], [-3.155, -1.920, -0.352]], "atomic_forces_ev_per_a": [[-0.17, -1.02, 1.16], [0.29, 0.00, -0.20], [-0.19, -0.20, -0.34], [0.12, 0.21, -0.07], [0.48, 0.45, -0.28], [-0.31, 0.49, -0.49], [0.41, 0.13, 0.11], [-0.31, 0.23, 0.12], [-0.13, -0.07, 0.02], [0.05, -0.06, 0.00], [0.06, 0.16, -0.67], [0.30, -0.21, -0.44], [-0.47, 0.12, 1.23], [-0.08, -0.30, -0.07], [0.26, 0.06, 0.15], [-0.23, 0.07, -0.26], [-0.05, -0.14, -0.03], [0.02, 0.03, 0.00], [-0.04, 0.05, 0.05]], "nbo_charge": [0.017, -0.939, -0.262, -0.889, 0.032, 0.070, 0.158, 0.157, 0.358, 0.338, 0.495, 0.457, -0.954, 0.476, 0.490, -0.983, 0.500, 0.459, -0.980], "homo_energy_ev": -3.14, "spin_multiplicity": 1, "de_lowest_kcal_mol": 34.2, "fmax_ev_per_a": 1.6, "total_charge": -1}

=====

Let's list electronic energy in order: -8227.941 -12686.272 -7847.975 -7831.232 -9894.611 -11948.720 eV.